1.
Molecular formula: C31H24F5N3O5PtS4SbTe
Method: DFT, ωB97M-V/def2-TZVPD

The charge is -1. The value obtained for the lowest unoccupied orbital energy (alpha / beta) is 0.13 / 0.12 eV. The spin multiplicity is 1.

Structure (XYZ):
```
75
Properties=species:S:1:pos:R:3:forces:R:3
Pt 0.3572 0.4414 -1.0502 -0.25 2.12 -1.76
C -3.2411 -0.3670 -6.6830 0.08 -0.05 0.06
C -2.2000 0.2949 -5.8200 -0.04 0.00 -0.04
C -1.0101 0.7659 -6.3633 0.00 0.02 -0.01
C -0.0757 1.4185 -5.5781 0.02 -0.11 0.12
C -0.3259 1.5832 -4.2223 -0.12 0.15 -0.19
C -1.5164 1.1395 -3.6647 0.00 0.03 -0.03
C -2.4344 0.4801 -4.4606 -0.04 0.02 0.00
S 0.8004 2.5960 -3.3030 0.60 0.09 -0.53
O 0.5178 3.9275 -3.7704 0.26 0.28 0.50
O 2.1725 2.0868 -3.5472 -1.10 0.38 -0.39
N 0.5420 2.3981 -1.7617 -0.09 -0.12 0.38
C -0.2746 3.3825 -1.0569 0.30 -0.28 -0.22
C -1.0051 2.7074 0.0643 -0.18 -0.02 0.28
O -1.6399 3.3396 0.8783 -0.22 -0.07 0.13
O -0.9060 1.3910 0.1389 -0.50 -0.11 0.47
H -2.8788 -0.5054 -7.7009 0.00 -0.01 0.00
H -4.1465 0.2416 -6.7235 -0.01 -0.01 -0.01
H -3.5169 -1.3429 -6.2805 0.00 0.00 -0.01
H -0.8068 0.6175 -7.4170 -0.01 0.01 0.00
H 0.8487 1.7838 -6.0040 0.02 -0.05 0.01
H -1.7265 1.3052 -2.6163 0.01 -0.03 -0.02
H -3.3485 0.1016 -4.0174 -0.02 0.04 -0.02
H -0.9905 3.8776 -1.7157 -0.07 0.00 0.05
H 0.3433 4.1619 -0.6060 0.03 0.01 -0.02
S -1.2038 -1.5283 -1.1724 -0.38 0.49 1.87
C -0.0018 -2.7962 -1.1333 1.24 -0.20 0.94
S 1.6022 -2.2169 -0.7232 -1.10 -1.67 0.24
C -0.2984 -4.1115 -1.3256 -0.40 -0.31 -0.28
C -1.6015 -4.5253 -1.7685 0.28 0.00 -0.15
N -2.6402 -4.8697 -2.1234 -0.08 0.00 0.07
C 0.6393 -5.1569 -1.0248 -0.19 0.33 -0.04
N 1.3534 -6.0095 -0.7316 0.04 -0.09 0.00
F 3.1420 -0.2186 -1.3210 -0.24 0.21 0.44
Te 2.0755 -0.2465 -3.0984 1.98 -2.05 0.12
F 3.8732 0.1481 -3.5115 0.33 0.72 -0.19
F 2.1326 -0.3294 -4.9769 -0.40 0.62 -0.66
F 2.7926 -1.9798 -3.1503 0.21 -0.43 0.07
F 0.5196 -1.4090 -3.6277 -0.92 -0.02 0.30
O 1.2408 -1.3238 0.4876 -0.25 0.97 0.35
S -2.0306 -1.3642 1.0288 0.34 -0.45 -1.92
Sb -0.3293 -0.3914 2.3328 1.16 -0.07 0.23
C 0.8590 -1.9673 3.0380 -0.01 -0.21 0.06
C 2.1406 -1.7007 3.5043 -0.06 0.00 0.09
C 2.9980 -2.7536 3.7948 -0.03 0.00 0.01
C 2.5787 -4.0630 3.6110 -0.02 0.00 -0.01
C 1.2962 -4.3266 3.1476 -0.01 0.01 0.00
C 0.4333 -3.2796 2.8585 0.06 0.04 0.11
C -1.4392 0.1385 4.0498 -0.51 -0.02 -0.11
C -1.1663 -0.4679 5.2719 -0.02 0.02 -0.04
C -1.8788 -0.0911 6.4043 0.06 0.01 -0.02
C -2.8555 0.8890 6.3164 -0.02 0.01 -0.01
C -3.1388 1.4868 5.0950 0.01 0.02 0.00
C -2.4385 1.1101 3.9589 -0.02 -0.14 0.00
C 0.9137 1.3163 2.2208 0.25 -0.04 -0.24
C 0.4924 2.4685 2.8737 0.10 -0.03 -0.02
C 1.2547 3.6255 2.7694 -0.03 0.00 0.03
C 2.4139 3.6333 2.0103 0.01 0.00 -0.03
C 2.8361 2.4752 1.3712 0.00 0.00 0.03
C 2.0952 1.3072 1.4756 0.09 -0.04 0.24
H 2.4841 -0.6791 3.6194 0.01 0.00 -0.02
H 4.0026 -2.5481 4.1418 -0.01 0.01 0.00
H 3.2575 -4.8818 3.8118 0.00 0.00 0.00
H 0.9768 -5.3477 2.9839 0.00 0.00 0.00
H -0.5565 -3.4841 2.4681 0.01 -0.03 -0.04
H -0.4047 -1.2356 5.3418 0.01 0.00 0.01
H -1.6683 -0.5643 7.3550 0.01 0.00 -0.01
H -3.4037 1.1852 7.2018 0.00 -0.01 0.00
H -3.9044 2.2490 5.0264 -0.01 -0.01 0.00
H -2.6679 1.5701 3.0026 0.03 0.05 0.01
H -0.4231 2.4898 3.4437 -0.02 0.02 0.00
H 0.9193 4.5271 3.2654 -0.01 0.00 0.00
H 2.9892 4.5457 1.9131 0.00 0.00 0.00
H 3.7373 2.4681 0.7722 0.00 -0.01 0.00
H 2.4632 0.4078 1.0021 -0.15 0.00 -0.17
```
Forces are in eV/Å.

=====

2.
Molecular formula: C31H24HfN7O2S6
Method: DFT, ωB97M-V/def2-TZVPD

The charge is +1. The value obtained for the lowest unoccupied orbital energy is -3.32 eV. The spin multiplicity is 1.

Structure (XYZ):
```
71
Properties=species:S:1:pos:R:3:forces:R:3
Hf -0.4128 -0.0117 -0.3144 1.53 -0.18 -0.61
O -3.7897 -1.1013 1.9054 0.03 0.03 -0.04
C -2.8195 -1.0719 1.1869 -0.08 0.06 -0.15
N -2.3630 -0.0174 0.4298 0.02 0.07 0.54
C -2.8676 1.3022 0.6471 0.05 -0.23 0.14
C -4.2082 1.6413 0.6503 0.00 0.09 -0.04
C -4.5646 2.9664 0.8690 0.07 0.01 -0.01
C -3.5908 3.9317 1.0977 -0.04 -0.06 -0.01
C -2.2407 3.6017 1.1059 -0.15 0.00 -0.16
C -1.8799 2.2814 0.8706 0.32 -0.03 0.16
N -0.5684 1.7496 0.8979 -0.15 0.37 -0.10
C 0.5593 2.4071 1.2430 -0.09 -0.19 0.27
O 0.7642 3.6019 1.3738 -0.02 -0.05 0.06
C 1.6542 1.3914 1.5564 -0.22 0.32 -0.09
C 2.8361 1.8067 2.1279 0.06 -0.27 0.06
C 3.7515 0.8324 2.5112 0.02 0.06 0.00
C 3.4441 -0.5015 2.3061 -0.11 -0.04 -0.05
C 2.2459 -0.8260 1.6857 0.17 0.05 0.00
N 1.3718 0.1015 1.3028 -0.22 -0.05 -0.04
C -1.9350 -2.2998 1.0439 -0.15 0.08 -0.01
C -2.3916 -3.5440 1.4319 0.01 0.03 -0.02
C -1.5774 -4.6434 1.2160 -0.03 0.02 0.01
C -0.3377 -4.4623 0.6181 0.03 0.03 -0.02
C 0.0531 -3.1870 0.2670 0.00 -0.01 0.02
N -0.7232 -2.1164 0.4933 -0.30 -0.14 -0.02
H -4.9568 0.8770 0.5022 -0.01 -0.03 0.01
H -5.6096 3.2418 0.8762 -0.04 0.02 0.02
H -3.8867 4.9535 1.2895 -0.01 0.04 -0.01
H -1.4806 4.3438 1.2972 0.01 0.00 0.00
H 2.9938 2.8643 2.2835 -0.01 0.01 0.02
H 4.6859 1.1099 2.9805 0.01 0.01 0.01
H 4.1150 -1.2897 2.6132 0.03 -0.01 0.01
H 1.9877 -1.8577 1.4888 0.00 0.01 0.00
H -3.3752 -3.6166 1.8729 0.00 0.00 0.00
H -1.9104 -5.6338 1.4932 -0.01 -0.02 0.00
H 0.3140 -5.2970 0.4061 0.00 -0.01 0.00
H 0.9931 -3.0058 -0.2402 -0.02 -0.01 -0.01
C 4.6025 2.1148 -1.1777 -0.06 0.04 0.04
N 3.3178 2.7874 -1.2998 0.12 -0.07 -0.05
C 3.1132 4.1502 -1.2277 -0.16 0.03 0.01
C 1.8031 4.3671 -1.4105 0.11 -0.05 0.05
N 1.2009 3.1266 -1.6172 -0.18 0.02 -0.01
C 2.1565 2.1501 -1.5259 -0.09 -0.06 0.05
S 2.0235 0.4666 -1.6648 -0.06 0.11 -0.12
C -0.1648 2.9857 -1.9941 0.24 0.03 0.03
C -0.8372 4.0962 -2.4851 -0.02 -0.11 -0.02
C -2.1726 3.9766 -2.8291 -0.01 -0.03 0.02
C -2.7888 2.7420 -2.7236 0.26 0.14 0.00
C -2.0246 1.6914 -2.2663 -0.21 -0.35 -0.23
N -0.7439 1.7905 -1.8768 -0.39 0.19 0.17
H 5.3483 2.8614 -0.9198 0.02 -0.02 0.00
H 4.8672 1.6346 -2.1174 0.00 0.00 0.00
H 4.5399 1.3590 -0.3971 0.02 -0.02 0.00
H 3.9125 4.8354 -1.0188 0.04 0.05 0.00
H 1.2434 5.2760 -1.3390 -0.03 0.07 0.00
H -0.3313 5.0369 -2.6168 0.04 0.04 -0.03
H -2.7115 4.8406 -3.1922 -0.01 0.01 -0.01
H -3.8217 2.5861 -2.9917 -0.04 -0.01 0.00
H -2.4471 0.6901 -2.2228 -0.01 0.09 0.05
C -5.0374 -1.3310 -3.2209 -0.06 -0.04 -0.13
S -3.7637 -1.4769 -1.9461 -0.15 -0.09 0.01
C -2.7321 -2.7176 -2.6281 0.02 0.07 -0.08
C -1.4075 -2.6221 -2.8405 0.26 -0.12 0.31
S -0.2460 -1.3317 -2.5659 -0.32 0.25 -0.14
S -0.6503 -4.0481 -3.5151 0.09 -0.02 -0.01
C -2.0604 -5.0471 -3.6473 0.04 -0.19 0.12
S -2.0420 -6.5767 -4.2101 -0.02 0.07 -0.03
S -3.4702 -4.2543 -3.0305 -0.15 -0.05 -0.01
H -5.8397 -0.7429 -2.7795 0.00 0.03 0.00
H -5.4363 -2.3050 -3.4968 0.00 0.03 0.04
H -4.6535 -0.8283 -4.1065 0.02 -0.01 0.01
```
Forces are in eV/Å.